{"formula": "C7H16BNO6", "method": "ωB97M-V/def2-TZVPD", "charge": 0, "de_lowest_kcal_mol": 0.0, "homo_energy_ev": -9.154, "homo_lumo_gap_ev": 9.48, "smiles": "CCON(B(O)OC)C(=O)O.CC(C)=O", "spin_multiplicity": 1, "elements": ["C", "C", "O", "N", "B", "O", "O", "C", "C", "O", "O", "H", "H", "H", "H", "H", "H", "H", "H", "H", "H", "C", "C", "O", "C", "H", "H", "H", "H", "H", "H"], "positions_angstrom": [[1.183, -4.277, 1.635], [0.074, -3.456, 0.781], [0.143, -2.087, 1.253], [-0.002, -1.169, 0.227], [1.364, -0.812, -0.315], [1.791, -1.525, -1.491], [2.284, 0.129, 0.258], [3.092, -0.568, 1.247], [-0.628, 0.012, 0.872], [-0.466, 1.178, 0.480], [-1.432, -0.263, 2.022], [0.834, -4.396, 2.724], [2.099, -3.581, 1.693], [1.462, -5.268, 1.153], [-0.933, -3.931, 1.056], [0.237, -3.586, -0.334], [2.495, -1.005, -1.931], [3.848, 0.159, 1.702], [3.598, -1.471, 0.752], [2.445, -0.982, 2.101], [-0.854, -0.376, 2.810], [-2.683, 3.599, -3.090], [-2.361, 4.332, -1.814], [-2.556, 5.528, -1.707], [-1.790, 3.526, -0.679], [-3.087, 4.304, -3.820], [-1.776, 3.151, -3.501], [-3.431, 2.827, -2.897], [-0.844, 3.075, -0.982], [-2.498, 2.751, -0.379], [-1.607, 4.182, 0.174]], "lowdin_charge": [-0.0697, -0.1908, -0.1580, 0.0889, -0.5377, 0.1358, -0.0195, -0.0730, -0.3627, 0.0943, 0.0605, 0.0851, 0.0709, 0.0806, 0.1270, 0.1299, 0.1173, 0.1106, 0.1063, 0.0991, 0.1265, -0.0291, -0.5031, 0.0558, -0.0381, 0.0802, 0.0832, 0.0837, 0.0740, 0.0842, 0.0878]}